{"formula": "C2H8N3O2", "method": "ωB97M-V/def2-TZVPD", "e_above_lowest_kj_mol": 688.3, "fmax_ev_per_a": 6.6, "energy_ev": -10756.529, "gap_ev": 9.95, "total_charge": 1, "species": ["C", "C", "N", "N", "N", "O", "O", "H", "H", "H", "H", "H", "H", "H", "H"], "coordinates": [[0.748953, -1.207420, 0.431713], [-3.928571, -0.357104, -0.181562], [-0.317794, 0.485635, -0.490056], [2.875580, 1.142731, 0.134059], [-0.527889, 1.542387, -0.450008], [-0.080939, -0.681807, -0.676120], [-2.772765, 0.022393, -0.028787], [0.155631, -1.320659, 1.353397], [1.654567, -0.603415, 0.386733], [1.130084, -2.138932, -0.082866], [-4.551123, 0.032356, -1.020326], [3.483830, 1.436364, 1.000080], [-4.298815, -1.002696, 0.480068], [2.738446, 1.953727, -0.326369], [3.690809, 0.696439, -0.529961]], "forces_ev_per_angstrom": [[2.0, -2.4, -0.8], [2.8, 3.4, -2.7], [-0.1, 0.5, -0.4], [5.0, -4.0, 1.6], [-0.6, 2.8, 0.3], [-0.3, -2.1, -0.4], [-1.1, -0.4, -0.4], [0.4, 0.1, -0.6], [-0.3, 0.6, 0.9], [-1.0, 0.5, 1.2], [0.3, -0.3, 0.4], [-1.6, -0.7, -2.0], [-2.0, -2.9, 2.7], [-0.8, 3.7, -1.8], [-2.5, 1.1, 2.1]], "nbo_charge": [-0.31, 0.33, 0.43, -1.10, 0.27, -0.18, -0.60, 0.25, 0.28, 0.25, 0.14, 0.39, 0.13, 0.36, 0.38]}

---

{"formula": "C9H18BFN3O6S2", "method": "ωB97M-V/def2-TZVPD", "fmax_ev_per_a": 1.6, "energy_ev": -51445.022, "gap_ev": 4.67, "total_charge": -1, "species": ["C", "C", "O", "C", "B", "N", "O", "C", "C", "C", "F", "N", "C", "C", "N", "C", "S", "H", "H", "H", "H", "H", "H", "H", "H", "H", "H", "H", "H", "H", "H", "H", "H", "H", "H", "O", "S", "O", "O", "O"], "coordinates": [[-3.266262, -2.032536, -0.916344], [-2.251808, -1.237842, -0.110945], [-2.456831, 0.133143, -0.280326], [-1.492640, 0.925527, 0.421797], [-0.748016, 1.941897, -0.560810], [-0.310399, 1.416088, -1.798861], [-0.495387, 3.220462, -0.128614], [-0.319352, 0.178500, 1.058474], [0.736079, 1.166786, 1.603590], [1.266006, 0.766813, 2.968090], [0.541953, 1.430672, 3.973375], [0.276954, -0.814250, 0.110718], [1.311647, -1.660995, 0.744022], [-0.821602, -1.685550, -0.486646], [-0.607431, -1.793030, -1.923962], [0.100809, -2.674403, -2.388781], [1.103331, -3.669097, -3.027208], [-4.159914, -2.212857, -0.323352], [-3.554342, -1.486992, -1.809781], [-2.857963, -3.011105, -1.161179], [-2.399124, -1.536354, 0.936282], [-1.991222, 1.444432, 1.242825], [-0.262759, 0.418462, -1.870218], [-0.708097, 1.815215, -2.633680], [-1.283197, 3.680538, 0.172757], [-0.659378, -0.407168, 1.920010], [1.590951, 1.174669, 0.891437], [0.304885, 2.153512, 1.715798], [2.304238, 1.075396, 3.069030], [1.184314, -0.303586, 3.168951], [0.726262, -0.269325, -0.657608], [2.219974, -1.086923, 0.902562], [0.933502, -1.964739, 1.717259], [1.513912, -2.545713, 0.150312], [-0.689605, -2.677115, -0.055735], [4.460282, 2.055844, -0.859236], [3.068038, 2.057901, -1.345811], [2.296375, 0.950104, -0.561746], [2.994582, 1.714426, -2.784366], [2.401235, 3.349195, -1.082076]], "forces_ev_per_angstrom": [[-0.1, 0.0, 0.2], [0.1, -0.2, 0.0], [0.1, -0.6, 0.0], [0.8, 0.5, 0.1], [0.0, 0.2, -0.4], [-0.9, 0.4, 0.2], [-0.7, 0.4, -0.9], [-0.3, 0.3, 1.6], [-0.1, -1.2, 1.0], [-0.1, 0.4, -0.3], [-0.1, -0.2, 0.3], [-0.8, -0.4, -0.7], [0.3, 0.1, 0.6], [-0.2, -0.2, 0.2], [0.5, -0.9, 0.1], [-0.2, 1.3, 0.2], [-0.1, -0.3, -0.1], [-0.1, 0.1, 0.0], [0.2, -0.1, -0.2], [0.0, 0.0, -0.2], [0.2, 0.2, 0.1], [0.0, 0.0, 0.1], [-0.4, 0.0, -0.7], [0.8, 0.3, -0.3], [0.1, 0.0, 0.4], [-0.1, -0.3, -0.2], [-0.1, 0.6, -0.4], [0.1, 0.2, -0.2], [0.1, 0.0, 0.1], [0.0, 0.0, 0.1], [1.1, 0.5, 0.2], [0.0, 0.2, -0.4], [-0.2, -0.2, 0.0], [0.0, 0.1, -0.3], [0.0, 0.0, 0.2], [-0.3, -0.2, 0.1], [0.1, 0.2, -0.6], [0.1, -0.5, -0.3], [-0.1, -0.2, 0.4], [0.0, -0.5, 0.3]], "nbo_charge": [-0.62, 0.10, -0.52, -0.26, 1.06, -1.04, -0.86, -0.04, -0.57, 0.06, -0.40, -0.48, -0.41, 0.11, -0.53, 0.24, 0.13, 0.22, 0.24, 0.21, 0.17, 0.20, 0.35, 0.41, 0.48, 0.19, 0.37, 0.26, 0.19, 0.13, 0.56, 0.29, 0.20, 0.22, 0.20, -1.08, 2.58, -1.19, -1.09, -1.08]}